[1]
{
  "formula": "C45H67AsBBaN7SSi",
  "method": "wB97M-V/def2-TZVPD",
  "homo_lumo_gap_ev": 8.23,
  "species": ["Ba", "C", "C", "C", "C", "N", "N", "B", "N", "N", "C", "C", "C", "C", "C", "C", "C", "C", "N", "N", "C", "C", "C", "C", "C", "C", "C", "C", "C", "C", "C", "C", "H", "H", "H", "H", "H", "H", "H", "H", "H", "H", "H", "H", "H", "H", "H", "H", "H", "H", "H", "H", "H", "H", "H", "H", "H", "H", "H", "H", "H", "H", "H", "H", "H", "H", "H", "H", "H", "H", "H", "H", "C", "As", "C", "C", "C", "C", "C", "C", "C", "C", "H", "H", "H", "H", "H", "H", "H", "H", "H", "H", "H", "H", "H", "S", "C", "N", "C", "C", "C", "C", "C", "C", "H", "H", "H", "H", "H", "C", "Si", "C", "C", "C", "C", "H", "H", "H", "H", "H", "H", "H", "H", "H"],
  "xyz": [[-0.159, -1.093, -0.028], [0.299, -6.183, -1.881], [-0.030, -5.335, -0.697], [-0.353, -5.741, 0.578], [-0.565, -4.555, 1.302], [-0.381, -3.506, 0.521], [-0.052, -3.980, -0.723], [0.229, -3.110, -1.977], [1.621, -2.353, -1.822], [2.061, -1.875, -0.611], [3.350, -1.616, -0.717], [3.789, -1.926, -2.016], [2.677, -2.397, -2.679], [2.609, -2.890, -4.086], [4.155, -1.140, 0.466], [5.110, -2.269, 0.877], [4.969, 0.093, 0.061], [3.236, -0.797, 1.639], [-1.038, -2.200, -2.335], [-1.998, -1.902, -1.397], [-3.083, -1.508, -2.039], [-2.847, -1.528, -3.426], [-1.555, -1.977, -3.572], [-0.794, -2.199, -4.834], [-4.337, -1.129, -1.286], [-4.228, 0.322, -0.806], [-5.546, -1.270, -2.213], [-4.507, -2.047, -0.072], [-0.945, -4.404, 2.753], [-1.135, -2.933, 3.114], [-2.252, -5.165, 3.002], [0.171, -5.001, 3.620], [0.273, -7.231, -1.588], [1.294, -5.960, -2.268], [-0.415, -6.034, -2.691], [-0.420, -6.757, 0.928], [0.365, -3.839, -2.908], [4.781, -1.829, -2.426], [3.619, -3.059, -4.453], [2.134, -2.162, -4.745], [2.051, -3.822, -4.163], [5.788, -2.529, 0.062], [4.553, -3.165, 1.155], [5.709, -1.957, 1.735], [5.676, -0.144, -0.737], [5.535, 0.468, 0.916], [4.310, 0.889, -0.287], [2.632, -1.658, 1.932], [2.568, 0.035, 1.405], [3.835, -0.500, 2.502], [-3.522, -1.257, -4.221], [-1.457, -2.060, -5.686], [-0.374, -3.203, -4.878], [0.030, -1.490, -4.928], [-3.986, 0.995, -1.633], [-3.452, 0.414, -0.045], [-5.173, 0.646, -0.365], [-5.512, -0.538, -3.023], [-6.465, -1.100, -1.649], [-5.595, -2.267, -2.653], [-3.671, -1.942, 0.621], [-4.561, -3.094, -0.375], [-5.425, -1.790, 0.461], [-1.900, -2.458, 2.496], [-0.214, -2.356, 3.002], [-1.450, -2.840, 4.155], [-3.050, -4.785, 2.361], [-2.563, -5.047, 4.043], [-2.135, -6.232, 2.801], [1.121, -4.501, 3.424], [0.299, -6.066, 3.420], [-0.069, -4.878, 4.678], [3.944, 3.793, 0.735], [2.248, 2.913, 0.277], [2.311, 3.391, -1.626], [1.034, 4.316, 0.992], [1.151, 5.664, 0.362], [1.975, 6.647, 0.906], [2.106, 7.887, 0.298], [1.410, 8.170, -0.868], [0.580, 7.202, -1.418], [0.454, 5.964, -0.809], [3.994, 4.795, 0.307], [4.771, 3.197, 0.349], [4.045, 3.859, 1.819], [2.446, 4.462, -1.769], [1.405, 3.069, -2.138], [3.161, 2.863, -2.063], [1.262, 4.355, 2.059], [0.023, 3.921, 0.896], [2.514, 6.438, 1.823], [2.750, 8.637, 0.740], [1.510, 9.138, -1.343], [0.030, 7.412, -2.327], [-0.192, 5.211, -1.249], [-2.694, 3.775, -0.631], [-1.753, 2.465, -0.002], [-1.060, 1.796, -0.858], [-1.247, 2.297, -2.138], [-0.665, 1.781, -3.298], [-0.946, 2.382, -4.505], [-1.802, 3.491, -4.575], [-2.393, 4.007, -3.440], [-2.111, 3.396, -2.219], [-1.742, 2.223, 1.057], [-0.002, 0.925, -3.232], [-0.501, 1.999, -5.414], [-2.004, 3.947, -5.535], [-3.055, 4.860, -3.498], [0.019, 0.756, 6.152], [-1.063, 1.644, 4.902], [-2.865, 1.420, 5.384], [-0.651, 3.476, 4.936], [-0.773, 0.957, 3.245], [-0.584, 0.427, 2.149], [-0.117, 1.161, 7.158], [1.073, 0.854, 5.884], [-0.217, -0.310, 6.179], [-3.023, 1.624, 6.445], [-3.190, 0.398, 5.180], [-3.508, 2.092, 4.811], [-0.882, 3.917, 5.909], [-1.221, 4.016, 4.177], [0.410, 3.639, 4.734]]
}

=====

[2]
{
  "formula": "C11H24O8S2",
  "method": "wB97M-V/def2-TZVPD",
  "relative_energy_kj_mol": 0.0,
  "homo_lumo_gap_ev": 9.39,
  "species": ["O", "S", "O", "S", "O", "C", "C", "C", "O", "H", "H", "H", "H", "H", "H", "H", "H", "O", "C", "O", "C", "C", "C", "H", "H", "H", "H", "H", "H", "H", "H", "O", "C", "O", "C", "C", "C", "H", "H", "H", "H", "H", "H", "H", "H"],
  "xyz": [[0.933, 0.022, 2.344], [0.848, 0.847, 1.167], [2.384, 0.735, 0.474], [2.814, -0.909, 0.313], [-0.031, 0.058, 0.037], [-1.179, 0.829, -0.388], [-2.325, -0.168, -0.619], [-3.442, -0.010, 0.419], [-4.392, -1.053, 0.240], [3.368, -0.884, -0.919], [-1.470, 1.581, 0.342], [-0.938, 1.291, -1.342], [-1.929, -1.168, -0.466], [-2.777, -0.041, -1.599], [-3.953, 0.942, 0.281], [-3.040, -0.070, 1.435], [-3.873, -1.869, 0.182], [0.419, 3.474, 0.916], [1.129, 4.446, 0.926], [1.740, 4.814, -0.211], [2.466, 6.039, -0.358], [3.893, 5.905, 0.129], [1.410, 5.197, 2.204], [1.936, 6.862, 0.123], [2.463, 6.249, -1.426], [3.936, 5.676, 1.194], [4.444, 6.830, -0.046], [4.395, 5.092, -0.394], [2.202, 4.683, 2.748], [0.505, 5.192, 2.807], [1.689, 6.237, 2.057], [-2.588, -3.604, 0.338], [-2.037, -4.504, -0.239], [-1.025, -5.138, 0.369], [-0.410, -6.323, -0.143], [0.669, -6.000, -1.154], [-2.404, -4.868, -1.657], [-1.161, -7.009, -0.538], [0.035, -6.814, 0.721], [0.263, -5.490, -2.028], [1.165, -6.912, -1.488], [1.412, -5.336, -0.712], [-1.890, -4.192, -2.339], [-3.478, -4.741, -1.773], [-2.175, -5.896, -1.926]]
}

=====

[3]
{
  "formula": "C5H8O",
  "method": "wB97M-V/def2-TZVPD",
  "relative_energy_kj_mol": 101.9,
  "homo_lumo_gap_ev": 10.26,
  "smiles": "C[C@@H]1C=CCO1",
  "species": ["C", "C", "O", "C", "C", "C", "H", "H", "H", "H", "H", "H", "H", "H"],
  "xyz": [[1.805, -0.378, 0.213], [0.615, 0.226, -0.523], [-0.260, -0.809, -0.971], [-1.570, -0.599, -0.467], [-1.418, 0.493, 0.555], [-0.216, 1.038, 0.434], [2.368, -1.057, -0.432], [2.476, 0.414, 0.565], [1.437, -0.933, 1.083], [0.960, 0.798, -1.400], [-2.243, -0.284, -1.283], [-1.965, -1.538, -0.060], [-2.173, 0.759, 1.285], [0.184, 1.871, 1.002]]
}

=====

[4]
{
  "formula": "C5H9NO",
  "method": "wB97M-V/def2-TZVPD",
  "relative_energy_kj_mol": 90.0,
  "homo_lumo_gap_ev": 11.60,
  "smiles": "CC[C@@H](O)CC#N",
  "species": ["C", "C", "C", "O", "C", "C", "N", "H", "H", "H", "H", "H", "H", "H", "H", "H"],
  "xyz": [[2.077, -0.136, 0.214], [0.620, 0.070, 0.619], [-0.354, -0.168, -0.532], [-0.294, -1.494, -1.025], [-1.815, 0.008, -0.108], [-2.094, 1.366, 0.364], [-2.280, 2.448, 0.727], [2.349, 0.507, -0.632], [2.752, 0.107, 1.039], [2.272, -1.180, -0.060], [0.479, 1.092, 0.989], [0.361, -0.611, 1.440], [-0.134, 0.552, -1.339], [0.574, -1.627, -1.424], [-2.048, -0.710, 0.687], [-2.464, -0.223, -0.958]]
}

=====

[5]
{
  "formula": "C31H24BrClN3O7STi",
  "method": "wB97M-V/def2-TZVPD",
  "relative_energy_kj_mol": 29.5,
  "multiplicity": 2,
  "homo_lumo_gap_ev": [6.20, 6.24],
  "species": ["Ti", "Br", "C", "C", "C", "C", "O", "C", "C", "N", "C", "C", "C", "C", "C", "C", "C", "C", "N", "C", "C", "H", "H", "H", "H", "H", "H", "H", "H", "H", "H", "C", "C", "C", "C", "Cl", "C", "C", "C", "O", "C", "C", "O", "O", "H", "H", "H", "H", "H", "H", "H", "H", "N", "C", "C", "C", "C", "C", "C", "S", "O", "O", "O", "H", "H", "H", "H", "H", "H"],
  "xyz": [[0.158, -0.538, -0.472], [6.013, -1.713, 4.059], [4.713, -1.486, 2.703], [5.100, -1.574, 1.354], [4.183, -1.404, 0.345], [2.845, -1.144, 0.678], [1.958, -0.958, -0.276], [2.441, -1.090, 2.026], [1.081, -0.915, 2.421], [0.034, -0.845, 1.648], [-1.253, -0.688, 2.241], [-1.569, -0.842, 3.566], [-2.878, -0.594, 4.031], [-3.869, -0.203, 3.179], [-3.592, -0.071, 1.798], [-4.567, 0.298, 0.842], [-4.226, 0.396, -0.475], [-2.897, 0.131, -0.851], [-1.971, -0.228, 0.010], [-2.294, -0.338, 1.335], [3.411, -1.250, 3.042], [6.131, -1.783, 1.099], [4.483, -1.492, -0.698], [0.934, -0.846, 3.497], [-0.826, -1.155, 4.285], [-3.087, -0.716, 5.085], [-4.870, -0.003, 3.540], [-5.577, 0.511, 1.171], [-4.946, 0.692, -1.224], [-2.580, 0.229, -1.884], [3.113, -1.197, 4.081], [-0.918, 4.092, 1.448], [-1.963, 3.913, 0.389], [-3.307, 3.768, 0.706], [-4.254, 3.605, -0.292], [-5.928, 3.406, 0.149], [-3.895, 3.587, -1.626], [-2.553, 3.722, -1.957], [-1.602, 3.882, -0.961], [-0.265, 4.050, -1.265], [0.275, 3.062, -2.122], [0.179, 1.686, -1.498], [0.316, 1.542, -0.253], [-0.056, 0.664, -2.214], [-1.364, 4.038, 2.441], [-0.418, 5.055, 1.344], [-0.156, 3.321, 1.348], [-3.620, 3.782, 1.743], [-4.645, 3.474, -2.396], [-2.258, 3.722, -2.998], [1.331, 3.297, -2.257], [-0.200, 3.047, -3.104], [-0.381, -2.654, -0.998], [0.783, -2.991, -1.799], [1.734, -3.827, -1.231], [3.014, -3.839, -1.744], [3.335, -3.016, -2.816], [2.345, -2.295, -3.461], [1.052, -2.274, -2.950], [5.067, -2.750, -3.186], [5.658, -4.072, -3.174], [5.451, -1.919, -2.039], [5.072, -2.055, -4.456], [-0.365, -3.205, -0.145], [-1.266, -2.854, -1.455], [1.494, -4.393, -0.336], [3.798, -4.433, -1.291], [2.621, -1.694, -4.318], [0.296, -1.628, -3.385]]
}

=====

[6]
{
  "formula": "C23H26N3O7S",
  "method": "wB97M-V/def2-TZVPD",
  "homo_lumo_gap_ev": 4.78,
  "charge": -1,
  "species": ["C", "C", "O", "C", "C", "C", "C", "N", "N", "C", "N", "C", "C", "C", "C", "C", "C", "O", "O", "H", "H", "H", "H", "H", "H", "H", "H", "H", "H", "H", "H", "H", "H", "H", "C", "C", "O", "C", "C", "S", "C", "C", "C", "C", "C", "C", "O", "O", "O", "H", "H", "H", "H", "H", "H", "H", "H", "H", "H", "H"],
  "xyz": [[-4.657, 4.115, 2.556], [-3.548, 3.080, 2.561], [-2.384, 3.521, 1.899], [-1.384, 2.592, 2.037], [-0.143, 2.881, 1.318], [0.978, 2.137, 1.351], [2.192, 2.544, 0.604], [1.057, 0.951, 2.049], [2.152, 0.520, 2.410], [2.195, -0.762, 2.918], [2.903, -0.918, 4.100], [3.107, -2.114, 4.801], [3.840, -2.096, 5.984], [4.093, -3.262, 6.668], [3.619, -4.466, 6.187], [2.877, -4.500, 5.022], [2.625, -3.336, 4.337], [1.649, -1.689, 2.358], [-1.510, 1.598, 2.726], [-5.557, 3.762, 3.065], [-4.330, 5.032, 3.049], [-4.926, 4.378, 1.532], [-3.253, 2.809, 3.584], [-3.860, 2.152, 2.058], [-0.143, 3.775, 0.723], [2.065, 3.501, 0.101], [3.046, 2.624, 1.276], [2.437, 1.798, -0.150], [3.297, -0.066, 4.491], [4.205, -1.155, 6.356], [4.664, -3.233, 7.582], [3.826, -5.380, 6.717], [2.493, -5.435, 4.647], [2.051, -3.350, 3.427], [3.799, -0.730, -2.859], [2.600, 0.126, -3.208], [1.371, -0.557, -3.068], [0.327, 0.349, -3.089], [-0.956, -0.175, -3.230], [-2.428, 0.824, -3.454], [-3.159, -0.268, -4.686], [-2.974, -0.013, -6.024], [-3.526, -0.851, -6.971], [-4.258, -1.949, -6.572], [-4.452, -2.196, -5.229], [-3.900, -1.353, -4.287], [-3.310, 0.722, -2.239], [-2.185, 2.094, -4.232], [0.541, 1.565, -3.023], [4.735, -0.309, -3.236], [3.888, -0.858, -1.780], [3.672, -1.724, -3.284], [2.554, 1.035, -2.593], [2.639, 0.470, -4.250], [-1.084, -1.237, -3.228], [-2.416, 0.859, -6.321], [-3.390, -0.644, -8.020], [-4.664, -2.623, -7.310], [-5.038, -3.043, -4.916], [-4.063, -1.521, -3.236]]
}

=====

[7]
{
  "formula": "CH3BrO",
  "method": "wB97M-V/def2-TZVPD",
  "relative_energy_kj_mol": 442.3,
  "homo_lumo_gap_ev": [6.79, 6.79],
  "species": ["C", "O", "Br", "H", "H", "H"],
  "xyz": [[0.431, -0.789, 0.334], [-1.172, 1.237, -0.011], [1.841, 0.323, -0.066], [0.062, -1.153, 1.279], [-0.112, -0.871, -0.571], [-1.050, 1.254, -0.965]]
}

=====

[8]
{
  "formula": "C36H54AsBeN3OSi3",
  "method": "wB97M-V/def2-TZVPD",
  "homo_lumo_gap_ev": 5.45,
  "species": ["Be", "C", "Si", "C", "C", "C", "Si", "C", "C", "C", "Si", "C", "C", "C", "C", "C", "C", "C", "N", "H", "H", "H", "H", "H", "H", "H", "H", "H", "H", "H", "H", "H", "H", "H", "H", "H", "H", "H", "H", "H", "H", "H", "H", "H", "H", "H", "H", "C", "As", "C", "C", "C", "C", "C", "C", "C", "C", "H", "H", "H", "H", "H", "H", "H", "H", "H", "H", "H", "H", "H", "C", "C", "C", "C", "C", "C", "C", "C", "H", "H", "H", "H", "H", "N", "C", "N", "C", "C", "O", "C", "C", "H", "H", "H", "H", "H", "H", "H", "H"],
  "xyz": [[0.228, -0.275, -0.971], [3.359, 1.841, -3.757], [1.626, 1.045, -3.540], [0.345, 1.785, -4.770], [1.700, -0.771, -4.131], [1.737, 0.596, -0.571], [3.273, -0.460, -0.319], [4.883, 0.581, -0.208], [3.010, -1.235, 1.414], [3.707, -1.981, -1.401], [1.345, 2.121, 0.425], [2.692, 3.443, 0.127], [0.779, 2.457, 2.216], [-1.203, 1.732, -0.893], [-2.384, 2.463, -0.900], [-3.612, 1.823, -0.782], [-3.629, 0.440, -0.633], [-2.430, -0.226, -0.599], [-1.245, 0.385, -0.741], [3.762, 1.667, -4.750], [4.053, 1.417, -3.039], [3.337, 2.915, -3.595], [0.068, 1.053, -5.525], [0.721, 2.659, -5.294], [-0.563, 2.071, -4.248], [2.067, -0.832, -5.152], [0.705, -1.204, -4.105], [2.334, -1.384, -3.508], [4.935, 1.082, 0.751], [4.934, 1.345, -0.977], [5.768, -0.043, -0.303], [2.772, -0.472, 2.150], [3.894, -1.767, 1.753], [2.181, -1.939, 1.404], [4.204, -1.710, -2.326], [2.815, -2.547, -1.643], [4.377, -2.647, -0.862], [3.527, 3.291, 0.800], [2.326, 4.454, 0.280], [3.076, 3.378, -0.883], [1.220, 1.716, 2.873], [-0.296, 2.410, 2.343], [1.120, 3.436, 2.533], [-2.356, 3.530, -1.044], [-4.539, 2.374, -0.837], [-4.553, -0.108, -0.540], [-2.385, -1.301, -0.492], [-0.304, -0.365, 4.720], [-0.603, -0.531, 2.768], [-1.109, -2.430, 2.809], [-2.444, 0.267, 2.704], [-3.333, -0.103, 3.827], [-4.121, -1.247, 3.758], [-4.960, -1.599, 4.799], [-5.042, -0.802, 5.928], [-4.269, 0.343, 6.007], [-3.417, 0.684, 4.973], [-1.093, -0.865, 5.281], [-0.269, 0.682, 5.018], [0.652, -0.821, 4.981], [-1.874, -2.638, 3.554], [-0.230, -3.028, 3.046], [-1.473, -2.736, 1.829], [-2.868, -0.055, 1.753], [-2.325, 1.352, 2.656], [-4.091, -1.850, 2.861], [-5.566, -2.490, 4.722], [-5.712, -1.068, 6.732], [-4.343, 0.981, 6.876], [-2.822, 1.585, 5.042], [1.035, 1.145, -1.766], [0.153, 2.254, -1.131], [0.141, 3.701, -1.518], [0.657, 4.243, -2.685], [0.556, 5.600, -2.953], [-0.042, 6.459, -2.053], [-0.512, 5.947, -0.852], [-0.410, 4.597, -0.589], [1.152, 3.606, -3.392], [0.946, 5.982, -3.885], [-0.129, 7.514, -2.268], [-0.954, 6.614, -0.125], [-0.751, 4.220, 0.366], [0.207, -1.834, -1.233], [-0.124, -2.960, -1.387], [-0.369, -4.221, -1.243], [-1.026, -5.010, -2.274], [-0.298, -6.351, -2.401], [-0.255, -7.018, -1.161], [0.432, -6.259, -0.194], [-0.252, -4.911, 0.038], [-1.011, -4.467, -3.219], [-2.065, -5.202, -1.977], [0.723, -6.177, -2.771], [-0.833, -7.018, -3.080], [1.469, -6.087, -0.518], [0.422, -6.858, 0.719], [0.327, -4.291, 0.722], [-1.254, -5.086, 0.451]]
}

=====

Molar mass readings, ordered: 989.3 348.4 84.1 99.1 745.8 488.5 110.9 713.0 g/mol
E_tot readings, ordered: -5112.16684 -1831.74888 -270.51910 -325.90326 -6168.70946 -1981.13414 -2688.96747 -4762.74188 a.u.